(1)
A structure of composition C46H59N4STi, computed with ωB97M-V with the def2-TZVPD basis set.

Structure (ORCA input):
```
! RIJCOSX wB97M-V def2-TZVPD def2/J DEFGRID3
* xyz 0 2
Ti -0.01916 -0.44281 -0.20526
C 0.33208 2.99357 4.05715
C 0.63431 1.52484 3.88601
C 1.13864 0.91601 5.19100
C -0.58297 0.85147 3.27046
C -1.15193 -0.24860 3.97428
C -2.51498 -0.45410 3.74669
C -3.17595 0.43392 2.91104
C -2.55124 1.21671 1.92776
C -3.37012 2.22885 1.17309
C -4.93539 2.26970 1.44462
C -2.86716 3.65485 1.61220
C -1.13177 1.21914 2.02815
N -0.40985 1.22051 0.82705
C 0.76308 1.84391 0.51479
C 1.11148 2.39546 -0.75684
C 1.84841 3.60294 -0.78298
C 2.11353 4.29269 -1.97483
C 1.62735 3.76290 -3.12186
C 1.01809 2.52792 -3.18429
C 0.73931 1.78433 -1.99844
N 0.23113 0.47660 -2.05595
C -0.41434 0.04981 -3.22854
C -1.67304 0.63343 -3.57376
C -2.18951 0.29760 -4.82688
C -1.60544 -0.69570 -5.63449
C -0.48542 -1.35036 -5.17590
C 0.22857 -0.90886 -4.03686
C 1.64789 -1.41426 -3.92710
C 2.76042 -0.42216 -3.65560
C 1.90156 -2.63148 -3.05221
C -2.42259 1.52539 -2.72641
C -3.83911 0.88712 -2.61660
C -2.63803 2.93449 -3.32254
H 1.12475 3.56394 4.51648
H -0.58879 3.09310 4.69399
H 0.07590 3.52436 3.13468
H 1.52910 1.34481 3.24572
H 0.31974 0.64448 5.85175
H 1.82447 1.58428 5.72258
H 1.80446 0.03415 5.03755
H -0.53486 -0.93702 4.53572
H -3.05440 -1.30937 4.18782
H -4.23469 0.37040 2.87848
H -3.09079 2.21909 0.10487
H -5.28742 2.14037 2.46501
H -5.49740 1.50968 0.87089
H -5.39793 3.21684 1.15756
H -2.88628 3.74553 2.73588
H -3.54122 4.42657 1.27192
H -1.86109 3.80613 1.23361
H 1.32031 2.20196 1.38083
H 2.19403 3.95828 0.15272
H 2.66913 5.19736 -2.02858
H 1.85328 4.31484 -4.03670
H 0.93793 2.03545 -4.14274
H -3.06240 0.79449 -5.30651
H -2.02033 -0.96437 -6.61331
H -0.19156 -2.34532 -5.51479
H 1.81649 -1.79725 -4.90786
H 2.61108 0.04329 -2.67863
H 2.95923 0.29669 -4.44837
H 3.68096 -1.02569 -3.55732
H 2.16063 -2.35895 -1.99976
H 2.78586 -3.19735 -3.44566
H 1.12539 -3.36978 -3.11778
H -1.90092 1.64017 -1.76875
H -4.19149 0.64034 -3.58429
H -4.53579 1.58671 -2.16130
H -3.78206 -0.00615 -2.00990
H -2.98633 2.96660 -4.36471
H -1.76417 3.56632 -3.23492
H -3.38455 3.49501 -2.63108
S -4.07623 -2.61159 -0.53372
C -2.81815 -3.23675 -1.57527
C -1.64298 -2.63476 -1.15782
N -1.72148 -1.67816 -0.16904
C -3.06731 -1.38099 0.04394
H -2.99109 -3.94837 -2.37389
H -0.66959 -2.92781 -1.47794
H -3.42842 -0.52037 0.65713
C 4.05852 1.03266 1.02213
C 4.18413 -0.52206 1.07096
C 4.12574 -1.05590 -0.36423
C 3.17728 -1.23515 1.95623
C 3.46128 -1.32872 3.31548
C 2.81130 -2.22686 4.16857
C 1.91749 -3.15439 3.59233
C 1.66342 -3.19712 2.26088
C 0.89705 -4.39282 1.66026
C 1.25386 -4.54496 0.14992
C -0.60858 -4.52402 2.02389
C 1.97914 -1.95903 1.50949
N 1.25487 -1.42454 0.48472
H 5.00019 1.34924 0.50465
H 4.13189 1.38632 2.02743
H 3.26211 1.36958 0.40239
H 5.17318 -0.77790 1.50101
H 3.31749 -0.62153 -0.94524
H 4.01061 -2.16455 -0.40595
H 5.05243 -0.78192 -0.85370
H 4.13844 -0.61547 3.72496
H 3.03572 -2.31064 5.24244
H 1.57726 -4.02167 4.20193
H 1.45792 -5.18988 2.19913
H 1.74818 -3.68169 -0.24043
H 0.31606 -4.72080 -0.38169
H 1.79438 -5.50625 0.07623
H -1.18030 -3.60313 1.90233
H -0.62054 -4.91906 3.04471
H -1.09140 -5.34474 1.40371
*
```

Its frontier orbital gap (spin up / spin down) is 5.5608 / 5.8776 eV. The value obtained for the LUMO energy (spin up / spin down) is -0.705 / -0.713 eV.

(2)
A structure of composition C46H59N4Sr, computed with ωB97M-V with the def2-TZVPD basis set.

Structure (ORCA input):
```
! RIJCOSX wB97M-V def2-TZVPD def2/J DEFGRID3
* xyz -1 1
Sr 0.06659 -0.03246 0.00105
C -0.58861 4.13393 5.18860
C 0.71158 3.78780 4.45312
C 0.48332 3.34568 3.04104
C 0.53981 4.09119 1.90444
C 0.84128 5.55162 1.76877
C -0.42142 6.41047 1.63068
C 0.17237 3.19831 0.80478
N -0.07823 1.96460 1.29247
C 0.08165 2.00036 2.63354
C -0.16118 0.92180 3.50022
C -0.69649 -0.34365 3.20073
C -1.04863 -1.36986 4.18000
C -0.85062 -1.25610 5.65990
C -1.95198 -0.44534 6.35402
C -1.62370 -2.38793 3.48203
C -1.62069 -1.97996 2.07831
C -2.20433 -2.69633 1.01850
C -2.34746 -2.31604 -0.32635
N -1.83156 -1.19218 -0.87084
C -2.24378 -1.11808 -2.15512
C -1.96330 -0.05399 -3.03048
C -1.33642 1.17148 -2.75137
N -0.85075 1.53307 -1.54323
C -0.42269 2.81085 -1.62726
C 0.06051 3.56771 -0.54715
C -0.61407 3.30147 -2.99215
C -1.18335 2.28239 -3.69138
C -1.64014 2.27554 -5.11756
C -3.14239 2.54910 -5.26572
C -0.29050 4.68481 -3.46482
C -1.37566 5.70778 -3.10484
C -3.06442 -2.28707 -2.47078
C -3.12715 -3.03205 -1.33345
C -3.88541 -4.30129 -1.09634
C -5.25852 -4.06934 -0.45466
C -3.74354 -2.54079 -3.78127
C -5.03028 -1.72555 -3.95550
N -1.03738 -0.76555 1.96319
C -2.21267 -3.65912 4.01138
C -3.73062 -3.57765 4.21457
H -0.39661 4.44130 6.21980
H -1.26025 3.27265 5.20560
H -1.11248 4.94694 4.68052
H 1.23556 2.99941 5.00000
H 1.37505 4.65499 4.46196
H 1.48319 5.71351 0.89843
H 1.41442 5.88841 2.63606
H -1.01382 6.08756 0.77175
H -0.17470 7.46744 1.50158
H -1.05117 6.31136 2.51742
H 0.04184 1.10783 4.55064
H 0.11806 -0.79169 5.86217
H -0.80516 -2.25537 6.09879
H -2.01314 0.56012 5.93183
H -1.76753 -0.35635 7.42781
H -2.92574 -0.91886 6.21198
H -2.65257 -3.64839 1.28754
H -2.32691 -0.17388 -4.04641
H 0.34113 4.59031 -0.77920
H -1.40272 1.30944 -5.57085
H -1.08020 3.02271 -5.68473
H -3.72466 1.81489 -4.70477
H -3.45524 2.50843 -6.31207
H -3.39389 3.53579 -4.87110
H -0.14712 4.67679 -4.54783
H 0.66309 5.00241 -3.03474
H -2.32583 5.43970 -3.57162
H -1.10339 6.71340 -3.43500
H -1.53795 5.73291 -2.02517
H -3.29570 -4.96117 -0.45439
H -4.01242 -4.83288 -2.04179
H -5.15173 -3.55396 0.50247
H -5.78479 -5.01155 -0.28139
H -5.88144 -3.44210 -1.09648
H -3.97660 -3.60480 -3.87116
H -3.05741 -2.30956 -4.60074
H -5.75602 -1.98501 -3.18183
H -5.48942 -1.90591 -4.93086
H -4.82387 -0.65698 -3.86402
H -1.73335 -3.91635 4.95859
H -1.98638 -4.47880 3.32458
H -3.98014 -2.80122 4.94086
H -4.13839 -4.52635 4.57345
H -4.23042 -3.32156 3.27769
C 2.76993 -0.06031 -1.30456
C 3.05545 0.03103 0.07931
C 2.72736 -1.21051 0.67329
C 2.25181 -2.07341 -0.34186
C 2.27258 -1.36005 -1.56459
C 1.87800 -1.85503 -2.93137
C 1.83532 -3.50383 -0.12183
C 2.92257 -1.57773 2.12045
C 3.62807 1.21196 0.81926
C 2.95938 0.99850 -2.35993
H 2.72565 -1.85306 -3.62766
H 1.09555 -1.23936 -3.39222
H 1.49395 -2.87710 -2.89426
H 2.67264 -4.12917 0.20953
H 1.44026 -3.95187 -1.03635
H 1.05235 -3.59862 0.64017
H 3.89649 -2.04939 2.31076
H 2.15695 -2.28039 2.46771
H 2.86388 -0.69741 2.76906
H 4.62162 0.99777 1.22974
H 2.99755 1.52359 1.66121
H 3.72976 2.08155 0.16606
H 3.68148 0.68915 -3.12593
H 3.32671 1.93350 -1.93022
H 2.02714 1.23840 -2.88772
*
```

Its frontier orbital gap is 5.4505 eV. The value obtained for the LUMO energy is 1.935 eV.